[1]
# C7H10N2OS

C7H10N2OS in the gas phase (ωB97M-V with the def2-TZVPD basis set, OMol25).

The electronic energy is -855.44747 Eh. The HOMO energy (alpha / beta) comes out at -0.3346 / -0.3137 hartree. The value obtained for the HOMO-LUMO gap (alpha / beta) is 8.4931 / 7.1110 eV.

Geometry (Å):
C -0.566 1.828 -0.867
C -0.396 0.406 -0.621
C -1.564 0.081 -0.041
C 0.733 -0.650 -0.861
C 1.325 -1.160 0.491
C 2.723 -0.636 0.608
C -3.594 1.264 0.934
N -1.802 2.205 -0.451
N -2.362 1.117 0.130
O 4.260 1.480 -0.266
S 2.947 1.200 0.233
H -0.065 2.684 -1.518
H 0.101 -1.472 -1.410
H 1.398 -0.235 -1.567
H 0.619 -0.656 1.253
H 1.342 -2.191 0.368
H 3.099 -0.924 1.704
H 3.297 -1.064 -0.169
H -3.265 1.710 1.826
H -4.348 1.623 0.374
H -3.887 0.295 1.309

Here are the natural (NBO) charges for atoms 1 to 2, given in e: -0.0621, -0.2662



[2]
# C7H10N2S

2 unconnected molecules or ions with the total composition C7H10N2S (ωB97M-V with the def2-TZVPD basis set, OMol25).

The electronic energy is -780.17708 Eh. The HOMO energy (alpha / beta) comes out at -0.2917 / -0.3044 hartree. The value obtained for the HOMO-LUMO gap (alpha / beta) is 6.8876 / 8.5788 eV.

Geometry (Å):
C -2.598 -0.936 0.378
C -2.911 0.334 0.438
C -0.797 -0.414 -1.127
C -1.064 0.857 -1.007
C -1.457 -1.505 -0.330
C -2.103 1.491 -0.234
C 4.189 0.524 0.912
N 2.761 0.863 0.485
N 2.216 0.218 -0.391
S 2.324 -0.917 -1.442
H -3.236 -1.544 0.907
H -3.640 0.804 1.170
H 0.036 -0.795 -1.704
H -0.663 -2.075 0.106
H -1.784 -2.259 -1.104
H -2.970 2.006 -0.876
H -1.749 2.154 0.565
H 4.675 -0.140 0.234
H 3.989 -0.036 1.902
H 4.782 1.371 1.118

Here are the natural (NBO) charges for atoms 1 to 2, given in e: -0.2080, -0.1454



[3]
# C7H10N3

A gas-phase ion, C7H10N3 (charge +1) (ωB97M-V with the def2-TZVPD basis set, OMol25).

The electronic energy is -436.62358 Eh. The HOMO energy comes out at -0.5169 hartree. Its net charge is +1. The value obtained for the HOMO-LUMO gap is 9.3603 eV.

Geometry (Å):
C -2.060 0.586 -1.436
C -0.868 1.110 -1.561
N 0.223 1.080 -0.737
N 1.208 1.927 -1.001
C 2.161 1.648 -0.150
C 1.778 0.666 0.700
N 0.564 0.252 0.308
C -0.165 -0.839 0.857
C -1.062 -0.641 1.789
C 0.247 -2.158 0.304
H -2.792 0.620 -2.310
H -2.414 0.187 -0.449
H -0.475 1.582 -2.517
H 3.138 1.970 -0.342
H 2.209 0.252 1.616
H -1.319 0.264 2.222
H -1.421 -1.562 2.215
H -0.712 -2.719 0.288
H 1.146 -2.465 0.874
H 0.615 -1.760 -0.668

Here are the natural (NBO) charges for atoms 1 to 2, given in e: -0.3416, -0.0814



[4]
# C7H10N3

A molecular structure, C7H10N3 (ωB97M-V with the def2-TZVPD basis set, OMol25).

The electronic energy is -436.55087 Eh. The HOMO energy comes out at -0.4691 hartree. Its net charge is +1. The value obtained for the HOMO-LUMO gap is 9.0170 eV.

Geometry (Å):
C -1.244 -0.796 -1.396
C -1.687 -1.840 -0.656
C 0.040 -0.230 -0.925
C 0.123 2.875 0.178
C -0.794 1.922 -0.105
C 1.218 1.959 -0.314
C 0.954 -1.599 1.551
N -1.012 -2.209 0.519
N 0.043 -1.385 0.687
N 0.111 1.002 -0.524
H -1.441 -0.329 -2.338
H -2.727 -2.205 -0.647
H 0.871 -0.479 -1.566
H 0.021 3.945 0.264
H -1.828 1.610 -0.037
H 1.973 1.928 -1.049
H 1.699 1.791 0.691
H 1.622 -0.890 1.903
H 0.638 -2.306 2.253
H -1.503 -2.809 1.161

Here are the natural (NBO) charges for atoms 1 to 2, given in e: -0.3731, 0.0519



[5]
# C7H10N3O

2 unconnected molecules or ions with the total composition C7H10N3O (ωB97M-V with the def2-TZVPD basis set, OMol25).

The electronic energy is -511.88491 Eh. The HOMO energy (alpha / beta) comes out at -0.4278 / -0.4278 hartree. Its net charge is +1. The value obtained for the HOMO-LUMO gap (alpha / beta) is 7.6248 / 7.6267 eV.

Geometry (Å):
C -2.803 0.988 -1.179
C -1.779 1.381 -0.368
C -0.919 0.638 -2.295
C 2.296 -1.256 1.536
C 0.573 -1.142 -0.192
C 1.813 -1.231 2.843
C 0.656 0.951 -0.502
N 1.564 -1.278 0.510
N -2.296 0.536 -2.347
N -0.600 1.083 -1.041
O -0.370 -1.487 -0.834
H -3.902 1.065 -0.811
H -1.796 1.749 0.682
H -0.300 0.579 -3.211
H 3.327 -1.350 1.416
H 2.530 -0.976 3.654
H 0.937 -0.516 2.863
H 1.542 -2.323 3.198
H 1.503 0.823 -1.171
H 0.702 1.225 0.558
H -2.677 0.542 -3.308

Here are the natural (NBO) charges for atoms 1 to 2, given in e: -0.0360, -0.0682



[6]
# C7H10N3S

2 unconnected molecules or ions with the total composition C7H10N3S (ωB97M-V with the def2-TZVPD basis set, OMol25).

The electronic energy is -834.89110 Eh. The HOMO energy comes out at -0.4692 hartree. Its net charge is +1. The value obtained for the HOMO-LUMO gap is 8.8464 eV.

Geometry (Å):
C -0.915 -0.064 -2.840
C -1.265 0.362 -1.553
C 0.472 -0.084 -3.065
C -0.362 0.884 -0.660
C 0.973 0.669 -1.062
C 0.711 1.310 1.296
C -0.047 -1.562 1.639
N 1.382 0.302 -2.179
N -0.492 1.415 0.596
N 0.540 -0.545 2.521
S 2.063 1.043 0.319
H -1.550 -0.585 -3.574
H -2.309 0.540 -1.444
H 0.983 -0.088 -4.086
H 0.614 1.723 2.282
H -0.977 -1.086 1.252
H 0.650 -1.979 1.011
H -0.366 -2.508 2.228
H -1.400 1.326 0.993
H 1.403 -0.651 3.018
H -0.108 -0.422 3.307

Here are the natural (NBO) charges for atoms 1 to 2, given in e: -0.2178, -0.1916



Results for energy above the lowest of the compared OMol25 structures with the same formula, charge and spin: 141.1; 143.3; 89.5; 135.1; 88.8; 16.1 (in kcal/mol, following the order of the records).
Results for max |F|: 0.0875; 0.0700; 0.0712; 0.0697; 0.1044; 0.0866 (in hartree/bohr, following the order of the records).